(1)
The following is a quantum chemistry calculation of a structure of composition C2H5AsCl2F6O5PY in a non-equilibrium geometry, from OMol25.

Cartesian coordinates (Å):
Y1 0.55 -0.12 1.36
C1 3.60 0.07 -0.42
O1 2.29 -0.27 -0.14
H1 4.21 0.05 0.50
H2 4.09 -0.58 -1.15
H3 3.68 1.10 -0.81
P1 -0.90 0.36 3.50
O2 -2.07 -0.08 4.35
O3 -1.40 0.85 2.07
O4 -1.07 -0.96 2.52
O5 0.61 0.08 3.55
As1 -2.22 -1.98 -0.75
F1 -3.15 -1.17 0.48
F2 -0.74 -1.12 -0.19
F3 -1.23 -2.72 -2.02
F4 -3.65 -2.75 -1.44
F5 -2.46 -0.59 -1.86
F6 -1.91 -3.32 0.34
C2 0.50 2.64 -2.01
Cl1 -0.08 2.13 -0.41
Cl2 -0.83 2.91 -3.16
H4 1.00 3.59 -1.91
H5 1.17 1.87 -2.40

Properties
Energy above the lowest of the compared OMol25 structures with the same formula, charge and spin (kcal per mole): 0.0
HOMO level (Eh): 0.0346
Frontier orbital gap (eV): 3.468
Total charge: -2

=====

(2)
The following is a quantum chemistry calculation of a cluster of 2 separate species, C2H6O2 in total, from OMol25.

Cartesian coordinates (Å):
C1 1.92 -0.25 -1.15
H1 1.94 -1.32 -1.36
H2 1.45 0.24 -1.99
H3 2.91 0.17 -1.00
H4 1.26 -0.10 -0.30
O1 -1.51 1.00 0.11
C2 -1.83 0.67 1.21
O2 -1.98 -0.62 1.61
H5 -1.95 1.33 2.06
H6 -2.21 -1.13 0.82

Properties
Energy above the lowest of the compared OMol25 structures with the same formula, charge and spin (kcal per mole): 2.2
HOMO level (Eh): -0.4094
Frontier orbital gap (eV): 11.935
SMILES: O=CO.C

=====

(3)
The following is a quantum chemistry calculation of a cluster of 2 separate species, C16H25Cl2NO2 in total in a non-equilibrium geometry, from OMol25.

Cartesian coordinates (Å):
C1 -3.31 -1.35 1.90
C2 -2.75 -1.19 0.70
C3 -1.87 -0.59 -0.52
C4 -2.90 0.12 -1.58
Cl1 -3.01 -0.52 -3.32
C5 -3.74 1.25 -1.22
C6 -4.74 2.00 -2.26
Cl2 -3.74 1.99 0.49
C7 -1.13 -1.87 -1.19
C8 0.12 -2.46 -0.35
C9 0.92 -3.44 -1.40
C10 -0.33 -3.48 0.86
N1 1.14 -1.45 0.08
O1 2.02 -1.16 -0.86
C11 0.54 -0.24 0.73
C12 0.19 -0.44 2.32
C13 1.72 0.91 0.72
C14 -0.71 0.43 -0.05
H1 -3.63 -1.40 3.02
H2 -5.74 2.12 -1.67
H3 -4.38 3.08 -2.48
H4 -4.99 1.38 -3.19
H5 -0.71 -1.66 -2.26
H6 -1.92 -2.72 -1.29
H7 1.03 -2.94 -2.45
H8 0.25 -4.37 -1.58
H9 1.92 -3.81 -0.98
H10 0.11 -4.54 0.66
H11 -1.48 -3.63 0.89
H12 0.09 -3.16 1.89
H13 -0.08 0.62 2.71
H14 -0.64 -1.22 2.51
H15 1.20 -0.72 2.84
H16 2.70 0.42 1.07
H17 1.85 1.37 -0.34
H18 1.45 1.77 1.44
H19 -1.07 1.31 0.60
H20 -0.29 0.92 -1.03
C15 4.71 3.42 -0.12
C16 4.24 3.76 1.32
O2 2.93 3.55 1.37
H21 4.22 4.06 -0.86
H22 5.79 3.58 -0.21
H23 4.51 2.37 -0.38
H24 4.62 4.78 1.51
H25 4.90 3.15 1.98

Properties
HOMO level (spin up / spin down) (Eh): -0.0845 / -0.0845
Frontier orbital gap (spin up / spin down) (eV): 4.455 / 4.453
2S+1: 2
Total charge: -1